1.
Computed, not measured: C4H7NSSi in the gas phase in a non-equilibrium geometry, with ωB97M-V/def2-TZVPD.

XYZ file:
```
14
Properties=species:S:1:pos:R:3:forces:R:3:mulliken_charge:R:1
C -1.69300 1.20035 0.19742 -0.3 -2.9 -0.3 -0.494
C -0.44244 0.68963 0.01029 0.9 3.4 0.6 0.803
C -0.41607 -0.67177 -0.11187 0.4 -3.5 -0.7 -0.283
C 0.75855 1.60184 -0.09349 0.0 -1.4 1.8 -1.198
N -1.62433 -1.21104 -0.16231 -0.2 -1.1 0.7 -0.452
Si 0.99295 -2.10056 0.00994 0.5 3.2 -3.0 0.387
S -2.78887 -0.13037 0.15681 0.3 1.0 -0.5 0.031
H -1.96755 2.18721 0.30103 -0.6 1.9 0.3 0.513
H 0.67112 2.53074 0.43614 -0.4 0.3 0.7 0.372
H 1.61824 1.04661 0.34216 -0.1 0.6 -0.9 0.299
H 0.82651 1.91907 -1.08608 0.9 0.0 -1.8 0.302
H 1.68931 -2.49073 -1.40320 -1.0 0.4 1.7 -0.062
H 0.35293 -3.15808 0.61487 -0.8 -1.7 1.0 -0.096
H 2.02268 -1.41288 0.78828 0.3 -0.2 0.3 -0.123
```
Forces are in eV/Å.

Computed properties:
Kohn-Sham gap = 10.20 eV
Energy above the lowest of the compared OMol25 structures with the same formula, charge and spin = 0.0 kcal/mol
SMILES = Cc1csnc1[SiH3]
E_tot = -24462.90095 eV



2.
Computed, not measured: a gas-phase ion, C4H7O2 (charge -1) in a non-equilibrium geometry, with ωB97M-V/def2-TZVPD.

XYZ file:
```
13
Properties=species:S:1:pos:R:3:forces:R:3:mulliken_charge:R:1
O -0.90423 1.31098 1.26966 0.8 0.8 0.1 -0.803
C -0.32988 0.20000 1.56947 -1.6 -0.5 1.2 -0.205
C -0.16676 -0.92986 0.82238 0.7 0.9 -0.4 -0.533
C 0.05466 -0.88269 -0.69494 -1.1 1.5 2.2 -0.492
C 0.55876 0.50333 -1.09309 1.4 -1.3 -1.0 -0.724
O -0.45835 1.43903 -1.10707 0.7 0.5 -1.2 -0.681
H -0.11976 0.13303 2.65637 -0.1 -0.5 0.1 0.327
H -0.76455 1.50146 -0.15142 -0.2 0.0 0.5 0.497
H -0.25323 -1.85785 1.34738 0.7 -0.6 0.2 0.335
H -0.93275 -0.83817 -1.14705 0.0 -1.3 -1.0 0.273
H 0.80214 -1.63718 -0.85883 -0.1 -0.7 -1.1 0.368
H 1.02176 0.36937 -2.08698 -0.6 0.4 -0.4 0.351
H 1.49219 0.68857 -0.52589 -0.5 0.7 0.6 0.287
```
Forces are in eV/Å.

Computed properties:
Kohn-Sham gap = 6.84 eV
Energy above the lowest of the compared OMol25 structures with the same formula, charge and spin = 56.1 kcal/mol
Total charge = -1
SMILES = [O-]/C=C\CCO
E_tot = -8355.64451 eV



3.
Computed, not measured: a gas-phase ion, C4H7O2 (charge -1) in a non-equilibrium geometry, with ωB97M-V/def2-TZVPD.

XYZ file:
```
13
Properties=species:S:1:pos:R:3:forces:R:3:mulliken_charge:R:1
O -0.12300 -2.60073 0.87783 0.5 0.3 0.1 -0.714
C -0.94979 -1.92249 0.25223 -1.8 0.4 -1.2 0.411
O -2.05708 -2.26896 -0.23895 0.0 -0.7 0.2 -0.742
C -0.75761 -0.40917 0.00324 0.9 1.7 1.7 -0.571
C 0.64399 0.14763 0.32532 0.0 1.8 -1.2 -0.277
C 0.83551 1.49982 -0.47205 0.5 -1.1 1.0 -1.201
H -1.42668 0.16406 0.68281 0.1 -0.7 0.4 0.175
H -1.16492 0.08877 -0.89110 0.5 -1.2 -0.6 0.363
H 1.47981 -0.45291 -0.00703 -0.1 -0.8 0.1 0.300
H 0.78141 0.38969 1.37820 0.0 -0.4 0.2 0.267
H 1.88471 1.80432 -0.45890 0.1 -0.1 -0.2 0.338
H 0.53742 1.25072 -1.49301 -0.1 0.8 0.0 0.391
H 0.31622 2.30926 0.04142 -0.5 0.1 -0.6 0.260
```
Forces are in eV/Å.

Computed properties:
Kohn-Sham gap = 7.62 eV
Energy above the lowest of the compared OMol25 structures with the same formula, charge and spin = 13.3 kcal/mol
Total charge = -1
SMILES = CCCC(=O)[O-]
E_tot = -8357.49939 eV



4.
Computed, not measured: a molecular structure, C4H7O2Ru in a non-equilibrium geometry, with ωB97M-V/def2-TZVPD.

XYZ file:
```
14
Properties=species:S:1:pos:R:3:forces:R:3:mulliken_charge:R:1
H 1.89395 1.83958 1.35574 0.9 4.2 -0.8 0.437
O 0.00562 1.56747 1.30055 -2.6 0.6 -1.4 -0.443
C 0.34394 2.25802 0.32287 1.9 -4.2 0.3 0.217
C 1.71731 2.79109 0.56133 0.8 -1.8 0.0 -0.639
C 2.73349 2.47857 -0.55064 -1.0 -0.6 -1.3 -0.578
C 4.10379 2.98764 -0.17277 0.3 -0.9 1.4 0.213
O 5.08346 2.28390 -0.12579 -0.8 0.9 -0.5 0.026
Ru -0.41767 2.14207 3.40908 1.5 1.0 -0.4 0.782
H 0.06121 1.91342 -0.68491 -1.2 1.0 0.1 0.388
H 1.08158 3.05314 2.80612 -1.6 -0.5 1.4 0.078
H 1.57164 3.88972 0.50755 0.7 -0.2 1.8 0.299
H 2.43902 3.02161 -1.46476 0.4 -0.1 -0.1 0.407
H 2.78798 1.40079 -0.74685 0.2 0.3 -0.2 0.408
H 4.11170 3.96101 0.37130 0.5 0.2 -0.4 0.404
```
Forces are in eV/Å.

Computed properties:
Kohn-Sham gap (alpha / beta) = 7.13 / 5.01 eV
Energy above the lowest of the compared OMol25 structures with the same formula, charge and spin = 54.1 kcal/mol
Total charge = +2
E_tot = -10910.12478 eV
Multiplicity = 6



5.
Computed, not measured: a gas-phase ion, C4H7O2S (charge -1) in a non-equilibrium geometry, with ωB97M-V/def2-TZVPD.

XYZ file:
```
14
Properties=species:S:1:pos:R:3:forces:R:3:mulliken_charge:R:1
O -1.72101 -1.72323 2.41322 0.1 0.3 -0.3 -0.756
C -0.64152 -1.50244 1.79862 -0.6 -0.7 1.5 0.397
O 0.46561 -2.02298 2.06567 0.2 0.5 -0.7 -0.723
C -0.80278 -0.53159 0.61588 1.5 -0.6 0.1 -0.563
C 0.55431 -0.13978 -0.06030 -2.8 0.1 0.4 -0.455
C 0.22330 0.92443 -1.10803 1.9 0.3 -1.0 -0.465
S 1.73697 2.04659 -1.28130 -0.8 -0.3 -0.2 -0.271
H -1.36312 0.32696 0.96714 -0.2 0.1 -0.1 0.349
H -1.37786 -1.16468 -0.06191 -0.3 0.5 -0.4 0.158
H 1.23409 0.23819 0.69464 0.2 -0.2 0.0 0.343
H 0.86172 -1.08823 -0.48705 0.8 0.3 -0.2 0.177
H 0.15084 0.51178 -2.11112 -0.2 -0.3 0.0 0.307
H -0.63943 1.57291 -0.99098 -0.1 -0.2 0.7 0.415
H 1.31890 2.55206 -2.45449 0.2 0.2 0.1 0.089
```
Forces are in eV/Å.

Computed properties:
Kohn-Sham gap = 6.79 eV
Energy above the lowest of the compared OMol25 structures with the same formula, charge and spin = 6.6 kcal/mol
Total charge = -1
SMILES = O=C([O-])CCCS
E_tot = -19193.00571 eV



6.
Computed, not measured: 2 unconnected molecules or ions with the total composition C4H7O2S in a non-equilibrium geometry, with ωB97M-V/def2-TZVPD.

XYZ file:
```
14
Properties=species:S:1:pos:R:3:forces:R:3:mulliken_charge:R:1
C -3.03758 0.30011 0.76587 -1.3 -1.0 0.9 0.723
C 0.55046 0.94846 0.63466 0.4 -1.0 0.2 -1.161
C 1.14324 -0.59446 -1.35251 -1.9 -1.2 -1.7 -1.260
C 0.74651 -0.47563 0.10972 -0.3 -0.7 -0.7 0.402
O -2.41011 1.16728 0.36313 0.5 0.9 -0.6 -0.339
O -3.73845 -0.52233 1.20529 0.4 0.1 -0.3 -0.415
S 1.84840 -1.51828 1.04095 0.6 -0.2 1.0 -0.622
H 0.22532 0.83996 1.66799 0.3 0.1 0.3 0.249
H 1.52534 1.39685 0.58613 0.3 0.9 0.1 0.391
H -0.25443 1.49078 0.16339 0.3 0.4 -0.7 0.249
H 2.16498 -0.32074 -1.47897 0.6 1.1 -0.5 0.325
H 0.31687 -0.19804 -2.01372 1.1 1.0 0.3 0.275
H 1.15129 -1.61701 -1.85755 0.0 0.5 1.7 0.296
H -0.23185 -0.89695 0.16562 -1.1 -0.7 0.1 -0.111
```
Forces are in eV/Å.

Computed properties:
Kohn-Sham gap = 5.04 eV
Energy above the lowest of the compared OMol25 structures with the same formula, charge and spin = 14.3 kcal/mol
Total charge = -1
E_tot = -19192.67170 eV



7.
Computed, not measured: a molecular structure, C4H7O2Tl in a non-equilibrium geometry, with ωB97M-V/def2-TZVPD.

XYZ file:
```
14
Properties=species:S:1:pos:R:3:forces:R:3:mulliken_charge:R:1
O 1.14776 0.59583 1.91812 0.1 7.4 1.9 -0.423
C 0.46909 1.60641 1.54738 3.5 -1.5 0.5 0.460
C -0.42614 1.55835 0.43452 -0.5 -2.1 -1.8 -0.664
H -1.38657 2.03458 0.67133 -0.1 -0.4 -0.5 0.382
H 0.81477 2.59309 1.90050 -0.6 -0.2 0.6 0.430
H 0.07168 1.95888 -0.46526 -0.3 0.2 0.3 0.385
Tl 0.74280 -1.17450 1.23460 -0.4 -5.9 0.8 1.076
C -0.63814 -0.40263 -0.24886 -2.6 1.0 2.1 -0.413
C -0.18161 -1.33566 -1.23878 0.5 1.0 -1.8 -0.444
O 0.41445 -2.51216 -0.79283 0.8 1.7 -0.5 -0.403
H 0.24551 -0.04375 -1.41171 0.6 -1.7 -0.8 0.268
H -0.67221 -1.43672 -2.20623 -0.7 -0.2 0.4 0.442
H -1.67917 -0.57213 0.04957 -0.5 1.0 -0.7 0.522
H 1.07777 -2.86959 -1.39236 0.2 -0.5 -0.6 0.383
```
Forces are in eV/Å.

Computed properties:
Kohn-Sham gap (alpha / beta) = 5.95 / 6.67 eV
Energy above the lowest of the compared OMol25 structures with the same formula, charge and spin = 117.8 kcal/mol
Total charge = +2
E_tot = -13022.08673 eV



8.
Computed, not measured: 2 unconnected molecules or ions with the total composition C4H7O3 in a non-equilibrium geometry, with ωB97M-V/def2-TZVPD.

XYZ file:
```
14
Properties=species:S:1:pos:R:3:forces:R:3:mulliken_charge:R:1
C 1.37698 -1.71964 0.85771 0.7 0.2 0.2 -0.998
C 1.20983 -0.21976 0.94127 -0.3 -0.2 -1.0 0.024
C 0.80731 0.52753 -0.10496 0.2 -0.2 1.1 -0.372
O 0.47255 1.82838 0.08069 0.1 0.1 0.1 -0.594
H 0.92757 -2.24952 1.71973 0.2 0.3 -0.3 0.270
H 0.89705 -2.09388 -0.04084 -0.1 -0.1 -0.2 0.289
H 2.45029 -1.99663 0.81591 -0.4 -0.1 0.1 0.237
H 1.32902 0.26206 1.90073 -0.2 0.1 0.1 0.357
H 0.71335 0.15779 -1.13305 -0.2 -0.2 0.5 0.309
H -0.48635 1.92305 -0.21580 0.2 0.1 -0.7 0.451
O -1.87239 -0.23223 -1.17751 -0.6 0.6 -0.2 -0.617
C -2.42705 0.88639 -1.21879 1.2 0.1 0.5 0.044
O -1.86425 2.02723 -1.06965 -0.9 -0.8 0.0 -0.762
H -3.53390 0.89921 -1.35546 0.0 0.1 -0.1 0.362
```
Forces are in eV/Å.

Computed properties:
Kohn-Sham gap = 8.49 eV
Energy above the lowest of the compared OMol25 structures with the same formula, charge and spin = 20.6 kcal/mol
Total charge = -1
E_tot = -10404.97649 eV